Record 1
{"formula": "C32H31AsN3O3Ti", "method": "ωB97M-V with the def2-TZVPD basis set", "species": ["Ti", "C", "C", "C", "C", "N", "C", "C", "C", "C", "C", "C", "N", "C", "C", "C", "C", "C", "N", "H", "H", "H", "H", "H", "H", "H", "H", "H", "H", "H", "O", "C", "C", "O", "O", "C", "C", "C", "C", "C", "C", "C", "C", "C", "C", "C", "C", "H", "H", "H", "H", "H", "H", "H", "H", "H", "H", "H", "C", "As", "C", "C", "H", "H", "H", "H", "H", "H", "H", "H", "H"], "coordinates": [[0.12, 0.19, -0.14], [1.58, -3.49, -2.12], [2.85, -3.53, -1.60], [3.17, -2.71, -0.52], [2.20, -1.87, -0.02], [0.96, -1.79, -0.56], [0.66, -2.59, -1.59], [2.32, -1.08, 1.22], [3.28, -1.21, 2.21], [3.04, -0.59, 3.43], [1.84, 0.07, 3.68], [0.94, 0.19, 2.65], [1.24, -0.31, 1.44], [-0.46, 0.68, 2.73], [-1.03, 1.19, 3.88], [-2.38, 1.52, 3.88], [-3.12, 1.33, 2.72], [-2.48, 0.85, 1.60], [-1.18, 0.52, 1.58], [1.28, -4.13, -2.94], [3.60, -4.19, -2.01], [4.15, -2.73, -0.07], [-0.34, -2.52, -2.01], [4.16, -1.82, 2.06], [3.77, -0.69, 4.23], [1.62, 0.45, 4.67], [-0.43, 1.31, 4.77], [-2.84, 1.91, 4.78], [-4.18, 1.55, 2.69], [-3.04, 0.70, 0.68], [-1.32, 0.30, -1.44], [-0.88, 0.44, -2.91], [0.66, 0.42, -2.83], [1.38, 0.23, -3.73], [1.10, 0.65, -1.53], [-1.45, -0.74, -3.70], [-2.32, -1.66, -3.12], [-2.87, -2.68, -3.88], [-2.53, -2.79, -5.22], [-1.66, -1.88, -5.80], [-1.13, -0.84, -5.04], [-1.40, 1.76, -3.43], [-2.75, 2.07, -3.23], [-3.28, 3.25, -3.72], [-2.47, 4.12, -4.45], [-1.14, 3.80, -4.68], [-0.60, 2.63, -4.16], [-2.29, 0.33, -1.46], [-2.60, -1.61, -2.07], [-3.55, -3.39, -3.43], [-2.95, -3.59, -5.82], [-1.40, -1.95, -6.85], [-0.47, -0.12, -5.51], [-3.43, 1.37, -2.75], [-4.33, 3.47, -3.57], [-2.89, 5.03, -4.86], [-0.52, 4.46, -5.27], [0.43, 2.39, -4.37], [0.15, 3.79, 1.80], [0.70, 2.75, 0.28], [0.32, 3.93, -1.19], [2.63, 2.80, 0.39], [0.66, 4.75, 1.71], [0.44, 3.32, 2.74], [-0.92, 3.95, 1.78], [0.67, 4.91, -0.88], [-0.74, 3.96, -1.42], [0.88, 3.61, -2.07], [2.96, 3.81, 0.19], [3.06, 2.13, -0.36], [2.96, 2.50, 1.38]], "lowdin_charge": [1.096, 0.029, 0.037, 0.055, -0.183, 0.028, -0.045, -0.148, 0.065, 0.052, 0.058, -0.185, -0.006, -0.226, 0.032, 0.034, 0.015, -0.070, -0.015, 0.139, 0.143, 0.138, 0.111, 0.141, 0.146, 0.137, 0.137, 0.144, 0.138, 0.123, -0.126, -0.200, -0.443, 0.239, -0.199, -0.169, -0.063, -0.042, -0.033, -0.019, 0.006, -0.173, -0.021, -0.032, -0.029, -0.029, -0.031, 0.111, 0.110, 0.123, 0.126, 0.127, 0.131, 0.124, 0.125, 0.127, 0.127, 0.125, -0.228, 1.139, -0.219, -0.225, 0.059, 0.031, 0.050, 0.061, 0.045, 0.041, 0.059, 0.039, 0.040], "gap_ev": 6.1, "lumo_energy_ev": -10.47, "charge": 3}


Record 2
{"formula": "C32H31BBrN10O4STi", "method": "ωB97M-V with the def2-TZVPD basis set", "species": ["Ti", "O", "C", "C", "C", "C", "C", "C", "C", "O", "N", "N", "C", "C", "Br", "C", "C", "C", "C", "C", "C", "C", "H", "H", "H", "H", "H", "H", "H", "H", "H", "H", "H", "H", "H", "H", "N", "C", "C", "C", "C", "C", "C", "S", "O", "O", "N", "C", "N", "C", "C", "C", "N", "H", "H", "H", "H", "H", "H", "H", "H", "H", "B", "N", "C", "C", "C", "N", "N", "C", "C", "C", "N", "H", "H", "H", "H", "H", "H", "H", "H"], "coordinates": [[1.38, -0.15, 0.36], [0.26, 0.23, -4.67], [1.62, 0.26, -4.74], [2.30, 0.41, -5.94], [3.68, 0.46, -5.96], [4.40, 0.37, -4.77], [3.71, 0.20, -3.58], [2.33, 0.14, -3.55], [1.59, -0.09, -2.23], [2.43, -0.31, -1.18], [0.78, 1.14, -1.97], [0.74, 1.47, -0.60], [-0.03, 2.52, -0.31], [0.03, 3.28, 0.86], [1.60, 2.95, 1.95], [-0.79, 4.28, 1.34], [-2.05, 4.76, 0.87], [-2.58, 5.93, 1.48], [-3.77, 6.49, 1.06], [-4.49, 5.93, 0.01], [-4.01, 4.76, -0.58], [-2.83, 4.18, -0.16], [-0.12, 0.11, -5.54], [1.73, 0.50, -6.87], [4.20, 0.58, -6.90], [5.48, 0.41, -4.78], [4.23, 0.11, -2.63], [0.90, -0.94, -2.40], [-0.13, 1.09, -2.41], [-0.69, 2.88, -1.10], [-0.41, 4.81, 2.21], [-2.03, 6.38, 2.29], [-4.14, 7.39, 1.55], [-5.41, 6.38, -0.33], [-4.58, 4.30, -1.37], [-2.52, 3.25, -0.60], [-5.29, -4.60, 2.21], [-4.45, -3.78, 1.46], [-4.30, -2.43, 1.80], [-3.50, -1.61, 1.03], [-2.85, -2.12, -0.08], [-3.01, -3.45, -0.44], [-3.81, -4.28, 0.33], [-1.70, -1.08, -0.95], [-2.11, 0.29, -0.73], [-1.60, -1.52, -2.31], [-0.31, -1.23, -0.12], [0.44, -2.36, -0.13], [0.10, -3.47, -0.77], [1.02, -4.44, -0.78], [2.26, -4.30, -0.19], [2.51, -3.11, 0.47], [1.60, -2.16, 0.56], [-5.45, -4.30, 3.16], [-5.11, -5.58, 2.14], [-4.81, -2.04, 2.68], [-3.37, -0.56, 1.28], [-2.49, -3.82, -1.31], [-3.92, -5.32, 0.07], [0.72, -5.35, -1.30], [3.00, -5.08, -0.25], [3.45, -2.91, 0.97], [2.45, -1.19, 3.52], [0.97, -0.75, 3.27], [-0.05, -1.02, 4.09], [-1.19, -0.43, 3.59], [-0.77, 0.21, 2.42], [0.54, 0.00, 2.24], [3.41, -0.45, 2.54], [4.72, -0.29, 2.78], [5.27, 0.44, 1.73], [4.20, 0.69, 0.88], [3.09, 0.15, 1.38], [2.75, -0.85, 4.64], [2.54, -2.38, 3.38], [0.10, -1.60, 4.99], [-2.18, -0.45, 4.01], [-1.33, 0.80, 1.72], [5.17, -0.68, 3.67], [6.30, 0.74, 1.61], [4.16, 1.23, -0.05]], "lowdin_charge": [0.858, 0.065, -0.266, -0.039, -0.113, -0.102, -0.018, -0.080, -0.413, -0.260, 0.024, -0.160, -0.227, -0.603, 0.777, -0.156, -0.228, -0.065, -0.120, -0.129, -0.107, -0.038, 0.107, 0.105, 0.093, 0.092, 0.108, 0.126, 0.104, 0.110, 0.067, 0.100, 0.091, 0.085, 0.096, 0.083, 0.086, -0.326, -0.031, -0.058, -0.274, -0.065, -0.034, 0.623, -0.311, -0.291, -0.151, -0.444, 0.154, -0.111, -0.051, -0.081, 0.032, 0.082, 0.081, 0.109, 0.107, 0.102, 0.106, 0.107, 0.095, 0.122, -0.423, -0.055, -0.087, -0.054, -0.150, -0.099, -0.050, -0.091, -0.053, -0.138, -0.101, 0.068, 0.059, 0.118, 0.087, 0.104, 0.118, 0.087, 0.114], "gap_ev": [5.0, 6.7], "lumo_energy_ev": [2.45, 2.44], "multiplicity": 3, "charge": -1, "s2": 2.041}


For the records above, the corresponding largest force on an atom values read 1.407, 2.324 eV Å⁻¹.